21
Properties=species:S:1:pos:R:3 method="wB97M-V/def2-TZVPD" e_homo_ev=-8.49 smiles=C1C[C@H]2NC[C@@H]1[C@]21CN1 total_charge=0 relative_energy_ev=3.232 gap_ha=0.3502 total_energy_ev=-10430.2455 largest_force_ha_per_bohr=0.1263
C 1.125 -0.970 -0.764
C 1.107 -1.338 0.668
C 0.185 -0.180 1.246
N 0.602 1.284 0.905
C 0.772 1.453 -0.562
C 0.145 0.048 -1.034
C -0.925 -0.057 0.155
C -2.193 0.499 0.115
N -2.150 -0.900 0.029
H 0.935 -1.843 -1.419
H 2.226 -0.734 -1.032
H 2.095 -1.209 1.174
H 0.713 -2.254 0.900
H -0.264 -0.348 2.201
H 1.407 1.480 1.424
H 1.850 1.755 -0.573
H 0.268 2.461 -0.818
H -0.309 0.154 -2.017
H -2.769 0.761 1.077
H -2.557 1.204 -0.685
H -2.266 -1.265 -0.993



22
Properties=species:S:1:pos:R:3 method="wB97M-V/def2-TZVPD" e_homo_ev="-7.57 / -7.96" total_charge=0 relative_energy_ev=5.927 gap_ha="0.2660 / 0.2783" total_energy_ev=-12475.6325 largest_force_ha_per_bohr=0.0415
C 0.322 0.004 2.503
C 0.176 0.735 1.184
C -1.993 0.934 -0.059
C 1.072 1.719 0.838
N -1.395 1.122 0.987
H -0.326 -0.874 2.528
H 0.037 0.655 3.330
H 1.354 -0.321 2.641
H -1.150 -0.194 -0.788
H -3.028 1.191 -0.263
H 1.893 1.987 1.487
H 0.947 2.295 -0.068
C 0.706 -0.797 -2.014
N 0.639 0.464 -2.528
C -0.298 -1.064 -0.929
C -0.558 -2.317 -0.548
O 1.520 -1.620 -2.393
H 1.305 0.732 -3.235
H -0.044 1.130 -2.209
H 0.132 -0.096 0.303
H -1.295 -2.536 0.215
H -0.017 -3.148 -0.984



22
Properties=species:S:1:pos:R:3 method="wB97M-V/def2-TZVPD" e_homo_ev=-6.30 total_charge=0 relative_energy_ev=27.941 gap_ha=0.2217 total_energy_ev=-12453.6188 largest_force_ha_per_bohr=0.3555
C -3.669 -0.078 0.109
C -0.434 0.519 -0.185
C 1.233 1.632 -0.126
C 1.315 -0.006 1.039
C 1.102 -0.102 -0.942
C 0.301 -1.077 -0.389
C 2.035 -1.284 -0.140
H -3.794 0.097 1.258
H -4.239 -0.872 -0.046
H -3.811 0.828 -0.547
H 1.128 2.544 0.466
H 1.433 2.090 -1.143
H 1.218 -0.938 1.748
H 0.396 0.663 1.537
H 1.958 -0.168 -1.665
H 0.507 0.676 -1.652
H -0.117 -1.860 0.397
H 2.150 -2.032 0.689
H 2.870 -1.535 -0.800
N -1.630 0.802 -0.075
N 2.382 0.572 0.481
O -2.337 -0.470 -0.014



22
Properties=species:S:1:pos:R:3 method="wB97M-V/def2-TZVPD" e_homo_ev=-8.60 smiles="CC1=N[C@@](C)(C2CC2)NO1" total_charge=0 relative_energy_ev=3.772 gap_ha=0.3526 total_energy_ev=-12477.7877 largest_force_ha_per_bohr=0.0667
C 2.910 1.088 0.496
C 1.684 0.316 0.134
N 0.540 0.221 0.639
C -0.254 -0.642 -0.088
C -0.440 -1.950 0.699
C -1.574 -0.068 -0.499
C -2.374 0.823 0.409
C -1.630 1.489 -0.694
N 0.508 -0.888 -1.358
O 1.821 -0.317 -1.035
H 3.580 1.223 -0.377
H 3.477 0.594 1.344
H 2.564 2.068 0.796
H 0.474 -2.041 1.314
H -0.584 -2.815 0.025
H -1.247 -1.696 1.326
H -2.044 -0.916 -1.058
H -2.133 0.969 1.494
H -3.412 0.506 0.150
H -2.032 2.130 -1.547
H -0.523 1.802 -0.557
H 0.691 -1.895 -1.612



22
Properties=species:S:1:pos:R:3 method="wB97M-V/def2-TZVPD" s_squared=2.02 e_homo_ev="-6.76 / -9.22" spin_multiplicity=3 total_charge=0 relative_energy_ev=0.925 gap_ha="0.2804 / 0.2575" total_energy_ev=-12474.3282 largest_force_ha_per_bohr=0.1161
C 3.336 0.802 -0.527
C 2.912 -0.506 -0.747
C 2.260 0.132 1.276
C -1.318 -1.243 -1.328
C -1.428 -0.688 0.984
C -1.475 1.263 -0.625
C -1.302 -0.196 -0.484
N 3.000 1.243 0.657
N 2.230 -0.917 0.275
O 1.591 -1.973 0.484
H 3.908 1.439 -1.119
H 2.918 -1.177 -1.578
H 1.395 0.595 1.762
H -1.000 -2.245 -0.943
H -1.107 -1.134 -2.374
H 2.929 -0.389 2.110
H -2.392 -0.954 1.241
H -1.021 0.096 1.501
H -0.916 -1.557 1.025
H -1.552 1.513 -1.673
H -2.399 1.659 -0.087
H -0.841 1.866 -0.022



24
Properties=species:S:1:pos:R:3 method="wB97M-V/def2-TZVPD" e_homo_ev=-14.36 total_charge=+2 relative_energy_ev=1.246 gap_ha=0.2710 total_energy_ev=-25343.6466 largest_force_ha_per_bohr=0.0910
C -1.036 -2.012 -0.843
C 1.509 -4.657 0.009
C 3.600 6.799 1.908
C -1.500 -2.880 0.330
C -0.298 -3.468 1.034
C 0.619 -1.231 -2.328
C 1.354 7.705 1.219
N 0.246 -4.701 0.373
N 0.162 -1.882 -1.203
O 4.494 6.107 1.875
O 2.619 7.519 1.909
S 2.927 -4.898 -0.448
H -1.831 -1.465 -1.253
H -2.015 -2.351 1.084
H -2.163 -3.638 -0.084
H 0.532 -2.681 1.285
H -0.783 -3.749 1.981
H 1.477 -0.628 -2.140
H -0.162 -0.604 -2.822
H 1.048 -1.929 -3.140
H 0.578 7.899 1.941
H 1.330 6.672 0.914
H 1.350 8.436 0.391
H -0.457 -5.354 0.000



25
Properties=species:S:1:pos:R:3 method="wB97M-V/def2-TZVPD" e_homo_ev="-8.14 / -8.14" total_charge=0 relative_energy_ev=3.924 gap_ha="0.2542 / 0.2540" total_energy_ev=-27407.9316 largest_force_ha_per_bohr=0.0740
C 2.305 0.717 0.403
C -2.044 -0.170 0.348
C -0.064 -1.217 0.236
C 3.220 1.598 1.223
C -2.036 1.340 0.507
C -3.276 -0.736 -0.325
C 1.494 -1.456 -2.098
N -1.651 -0.786 1.616
N -0.578 -1.384 1.492
O 2.848 -0.412 0.072
O -0.919 -0.536 -0.489
O 1.140 1.020 0.121
S 1.289 -1.973 -0.349
H 3.683 2.452 0.520
H 4.039 1.034 1.589
H 2.666 2.081 2.072
H -2.816 1.833 -0.016
H -0.977 1.633 0.196
H -2.159 1.602 1.588
H -3.172 -1.832 -0.382
H -3.481 -0.180 -1.281
H -4.024 -0.548 0.320
H 1.838 -0.508 -2.097
H 0.508 -1.439 -2.628
H 2.167 -2.134 -2.638



23
Properties=species:S:1:pos:R:3 method="wB97M-V/def2-TZVPD" e_homo_ev=-8.59 total_charge=0 relative_energy_ev=3.453 gap_ha=0.3361 total_energy_ev=-23313.9197 largest_force_ha_per_bohr=0.0937
C -0.949 -0.588 -2.587
C -2.733 0.598 -2.568
C -1.222 -0.275 -1.297
C 1.826 0.173 -0.457
C 1.796 -0.241 2.021
C -0.240 -0.645 0.669
C 0.964 0.230 0.802
N -1.914 -0.030 -3.369
N -2.347 0.483 -1.274
O 1.193 0.059 3.260
S -1.604 -0.366 1.774
H -0.151 -1.161 -3.010
H -3.600 1.145 -2.878
H 1.256 0.531 -1.311
H 2.130 -0.853 -0.657
H 2.713 0.790 -0.341
H 2.796 0.204 1.966
H 1.904 -1.330 1.997
H -0.046 -1.696 0.491
H 0.645 1.266 0.981
H -2.794 0.835 -0.443
H 1.214 1.013 3.392
H -0.835 -0.141 2.838



22
Properties=species:S:1:pos:R:3 method="wB97M-V/def2-TZVPD" e_homo_ev=-13.37 total_charge=+1 relative_energy_ev=0.294 gap_ha=0.3259 total_energy_ev=-19714.9918 largest_force_ha_per_bohr=0.0755
C -4.002 -0.329 0.001
C -3.220 -1.000 -0.968
C -3.464 0.482 1.005
C -1.908 -0.656 -0.984
C -2.131 0.830 0.833
C -1.375 0.313 -0.165
C 0.058 0.726 -0.198
N 0.873 -0.249 -0.539
N 3.637 -0.992 0.420
P 0.641 2.321 0.434
H -5.041 -0.674 0.083
H -3.554 -1.873 -1.446
H -4.063 1.017 1.818
H -1.316 -1.115 -1.691
H -1.509 1.571 1.525
H 1.895 -0.284 -0.305
H 0.328 -1.040 -0.944
H 4.099 -1.601 -0.293
H 4.489 -0.528 0.886
H 3.261 -1.641 1.127
H 1.356 2.567 -0.713
H -0.370 3.124 0.077



22
Properties=species:S:1:pos:R:3 method="wB97M-V/def2-TZVPD" e_homo_ev=-13.49 smiles="CC/[N+](C#N)=C(C)/C=C/N" total_charge=+1 relative_energy_ev=3.477 gap_ha=0.3226 total_energy_ev=-11915.0645 largest_force_ha_per_bohr=0.0879
C 2.847 -0.805 0.774
C 1.960 -0.610 -0.460
N 0.544 -0.505 -0.236
C -0.063 -1.734 -0.122
N -0.581 -2.757 -0.131
C -0.215 0.637 -0.147
C 0.508 1.926 -0.502
C -1.565 0.706 -0.015
C -2.523 -0.237 0.260
N -3.799 0.017 0.062
H 3.887 -1.063 0.471
H 2.779 0.075 1.575
H 2.562 -1.689 1.379
H 2.175 -1.473 -1.076
H 2.526 0.287 -0.973
H 1.493 1.991 -0.243
H 0.001 2.598 0.162
H 0.423 2.022 -1.502
H -1.987 1.770 -0.238
H -2.384 -1.167 0.894
H -4.296 -0.788 0.478
H -4.292 0.798 -0.406



23
Properties=species:S:1:pos:R:3 method="wB97M-V/def2-TZVPD" e_homo_ev=-11.92 total_charge=+1 relative_energy_ev=4.153 gap_ha=0.3077 total_energy_ev=-13961.1189 largest_force_ha_per_bohr=0.1024
N -1.977 0.982 0.817
C -1.048 0.388 0.065
N -1.203 -0.805 -0.303
N -2.276 -1.816 0.192
C 0.398 1.091 -0.232
O 0.020 2.463 -0.376
C 1.152 0.871 1.088
C 1.991 -0.199 1.204
C 2.152 -1.079 0.043
C 1.759 -0.743 -1.178
C 0.963 0.524 -1.517
H -1.801 1.914 1.089
H -2.980 0.897 0.675
H -1.981 -2.720 -0.029
H -2.195 -1.883 1.170
H -3.143 -1.629 -0.325
H 0.670 2.893 0.135
H 0.758 1.616 1.757
H 2.587 -0.592 1.974
H 2.587 -2.102 0.051
H 1.913 -1.540 -2.013
H 1.499 1.159 -2.085
H 0.155 0.310 -2.201



24
Properties=species:S:1:pos:R:3 method="wB97M-V/def2-TZVPD" e_homo_ev=-11.97 smiles="C=[NH+]C[C@H]1CN=N/C1=C(/O)OC" total_charge=+1 relative_energy_ev=4.217 gap_ha=0.2401 total_energy_ev=-16007.7288 largest_force_ha_per_bohr=0.1454
C 0.095 0.920 -3.053
N -0.466 0.852 -1.873
C -0.906 -0.445 -1.325
C -1.202 -0.317 0.182
C -1.804 -1.618 0.822
N -0.706 -2.181 1.607
N 0.229 -1.409 1.742
C 0.022 -0.207 1.057
C 0.912 0.830 1.066
O 0.635 1.890 0.335
O 1.984 0.973 1.864
C 2.103 -0.116 2.851
H 0.595 1.860 -3.262
H 0.012 0.325 -3.973
H -0.302 1.525 -1.240
H -0.105 -1.079 -1.409
H -1.988 -0.717 -1.745
H -1.844 0.689 0.186
H -2.616 -1.451 1.496
H -2.275 -2.128 0.051
H 0.951 2.716 0.763
H 1.135 -0.274 3.333
H 2.771 0.437 3.534
H 2.794 -0.868 2.551